ORCA calculation (ωB97M-V with the def2-TZVPD basis set) on the molecule C21H25N3O5 at a distorted geometry.

Properties
ΔE to the lowest compared entry with this formula, charge and spin in kJ/mol: 490.6
Maximum force in eV/A: 1.21
SMILES string: CCOC(CNC(=O)c1ccc(N2CCc3ccccc32)c([N+](=O)[O-])c1)OCC
Net charge: 0
Kohn-Sham gap in eV: 7.40
Energy in eV: -36888.116
HOMO in eV: -7.78

XYZ file:
```
54
Properties=species:S:1:pos:R:3:forces:R:3
C -4.740948 -2.818933 1.407719 -0.1 0.4 -0.3
C -5.050960 -1.899278 0.237852 -0.1 -0.3 -0.1
O -4.640816 -0.589375 0.590327 0.1 0.2 0.1
C -5.071076 0.432638 -0.266729 -0.2 -0.1 -0.6
C -4.288623 0.459562 -1.599256 -0.3 -0.1 0.3
N -2.874191 0.431580 -1.338451 0.0 0.3 0.0
C -2.181894 -0.730947 -1.417587 0.0 0.3 -0.1
O -2.644850 -1.738292 -1.926096 0.0 -0.2 0.0
C -0.788487 -0.699952 -0.891392 0.4 -0.2 0.1
C -0.170612 -1.930261 -0.627235 -0.1 0.2 0.0
C 1.124421 -1.999926 -0.185287 0.1 0.1 0.0
C 1.901753 -0.839761 0.008483 -0.3 0.3 -0.1
N 3.218791 -0.957437 0.326158 -0.1 -0.1 0.3
C 3.745922 -2.092461 1.076085 0.0 -0.4 0.1
C 5.083693 -1.592089 1.640089 0.0 0.1 0.1
C 5.412492 -0.455503 0.716651 -0.3 0.0 -0.2
C 6.598758 0.211818 0.521883 -0.1 0.1 -0.1
C 6.648077 1.221976 -0.431732 0.2 0.1 0.0
C 5.527459 1.533256 -1.182064 0.0 0.0 0.0
C 4.325601 0.870188 -0.987488 0.0 -0.1 0.0
C 4.269633 -0.110460 -0.010640 0.8 0.1 -0.2
C 1.237919 0.398335 -0.165254 -0.5 -1.1 -0.3
N 1.795949 1.636853 0.277015 0.3 0.6 0.5
O 1.319884 2.667490 -0.165963 0.1 0.2 -0.1
O 2.678359 1.602497 1.116389 -0.2 0.1 0.1
C -0.070590 0.453244 -0.644032 0.0 -0.1 0.0
O -4.822018 1.657824 0.346510 0.1 -0.1 -0.1
C -5.506322 1.890767 1.571944 -0.2 0.1 0.2
C -6.966960 2.286820 1.377628 0.4 -0.1 -0.1
H -5.034323 -3.835561 1.162677 0.0 -0.1 0.0
H -3.675272 -2.794857 1.616898 0.1 -0.1 0.0
H -5.276643 -2.494470 2.296175 0.0 0.0 0.1
H -4.512949 -2.236526 -0.657259 -0.1 0.1 0.1
H -6.130567 -1.898791 0.020380 0.1 0.0 0.0
H -6.152026 0.299289 -0.489376 0.2 0.0 0.1
H -4.535793 -0.412548 -2.206566 0.0 0.1 0.0
H -4.551916 1.376726 -2.130044 -0.1 -0.1 0.0
H -2.552740 1.160488 -0.720655 0.1 -0.1 0.0
H -0.740801 -2.829748 -0.803589 0.0 -0.1 0.0
H 1.575800 -2.964781 -0.020103 0.1 -0.1 0.0
H 3.913611 -2.945163 0.405459 0.0 0.0 0.1
H 3.041040 -2.386798 1.855185 0.0 0.0 -0.1
H 4.966270 -1.220929 2.660921 0.0 -0.1 0.0
H 5.847600 -2.368199 1.642351 0.0 0.0 0.0
H 7.476074 -0.048891 1.094606 0.1 0.0 0.1
H 7.569490 1.759262 -0.595537 0.1 0.1 0.0
H 5.583327 2.305663 -1.933893 0.0 0.1 -0.1
H 3.468917 1.113769 -1.598242 -0.1 0.0 0.0
H -0.490557 1.436607 -0.795902 0.0 0.0 0.0
H -4.955241 2.712585 2.034938 -0.1 -0.1 0.0
H -5.426663 1.004259 2.209640 0.1 0.1 0.0
H -7.546917 1.462963 0.968555 -0.1 -0.1 0.0
H -7.035735 3.132946 0.698454 -0.1 0.1 0.0
H -7.395023 2.566351 2.336209 -0.1 0.0 0.1
```
Forces are in eV/Å.